1.
Density functional theory data (ωB97M-V with the def2-TZVPD basis set) for 2 unconnected molecules or ions with the total composition C17H39BN3O4.

Atoms and positions in Å:
1 C -3.1787 1.7245 3.9770
2 C -2.4021 2.0580 2.7059
3 C -3.0365 3.2105 1.8973
4 N -2.1141 4.3250 1.6641
5 N -1.6834 4.3731 0.2876
6 C -1.3847 5.7857 -0.0444
7 C -0.5569 6.0074 -1.3115
8 C 0.8903 6.4748 -1.0694
9 O 1.3038 6.1369 0.2373
10 C -0.5131 3.5344 0.1906
11 O 0.2327 3.2358 1.0955
12 O -0.4335 3.0155 -1.0650
13 B 0.4362 1.9290 -1.2828
14 O 1.7682 1.9435 -1.0188
15 C -0.1829 0.6480 -1.9732
16 C 0.4938 0.5278 -3.3601
17 H -4.2517 1.8219 3.8257
18 H -2.9686 0.7086 4.3069
19 H -2.8925 2.3871 4.7907
20 H -1.3944 2.3765 2.9604
21 H -2.3135 1.1796 2.0660
22 H -3.4464 2.8426 0.9566
23 H -3.8812 3.5919 2.4728
24 H -2.6131 5.1814 1.8502
25 H -2.3516 6.2643 -0.2009
26 H -0.9279 6.2771 0.8147
27 H -1.0476 6.7921 -1.8833
28 H -0.5500 5.1352 -1.9544
29 H 1.5450 6.0000 -1.8055
30 H 0.9586 7.5486 -1.2553
31 H 2.2571 6.1262 0.2859
32 H 2.1124 2.8390 -0.9960
33 H -0.0159 -0.2609 -1.3969
34 H -1.2507 0.7998 -2.1185
35 H 0.0257 -0.2277 -3.9829
36 H 0.4830 1.4937 -3.8616
37 H 1.5449 0.2773 -3.2231
38 C 1.8375 -1.6951 0.9576
39 C 2.4530 -2.6457 -0.0686
40 C 1.4510 -3.5732 -0.7471
41 N 1.1481 -4.9136 -0.0626
42 C 1.6090 -4.9879 1.3565
43 C -0.3603 -5.1950 -0.0854
44 C -0.5694 -6.2682 -1.1355
45 C 0.6921 -7.1143 -1.0123
46 C 1.7872 -6.0770 -0.8295
47 H 1.4118 -2.2080 1.8200
48 H 2.5924 -1.0042 1.3286
49 H 1.0514 -1.0984 0.4947
50 H 3.2959 -3.1927 0.3545
51 H 2.8809 -2.0344 -0.8653
52 H 1.8065 -3.8153 -1.7440
53 H 0.5038 -3.0547 -0.8726
54 H 1.0828 -4.2429 1.9433
55 H 2.6816 -4.8408 1.4043
56 H 1.3674 -5.9806 1.7281
57 H -0.6416 -5.5535 0.9018
58 H -0.8932 -4.2710 -0.2803
59 H -0.6511 -5.8270 -2.1305
60 H -1.4754 -6.8401 -0.9491
61 H 0.8693 -7.7290 -1.8917
62 H 0.6349 -7.7779 -0.1478
63 H 2.1339 -5.7076 -1.7887
64 H 2.6399 -6.4366 -0.2604

Atomic forces in eV per Å
0.1857 -0.1232 -0.0616
-0.0258 0.2677 -0.2085
0.0178 -0.1881 0.4033
-0.3066 -0.0005 0.0039
0.9807 -0.2973 0.3228
-0.5090 0.1786 -0.3926
0.2214 0.3200 0.0074
-0.0206 -0.1082 -0.4176
-0.2753 -0.1580 0.1921
0.1431 0.3026 0.9093
-0.8105 -0.0422 -1.0464
0.4223 -0.0415 0.2885
-0.2828 -0.6280 0.1090
-0.1609 0.1206 -0.6250
0.1866 0.5427 -0.4584
0.2229 -0.0291 0.5604
-0.1281 -0.0992 -0.0045
-0.0451 -0.0705 0.0688
-0.0624 0.1459 0.0440
0.1284 -0.0901 -0.0076
0.0051 -0.1321 0.0098
0.0067 0.0614 -0.1646
-0.0331 0.1238 0.0213
0.0739 0.2278 -0.2137
-0.1347 -0.0947 0.0766
0.2285 -0.1183 0.0682
-0.0524 0.0062 -0.0935
-0.1852 -0.1762 0.0787
0.0219 -0.0302 -0.0745
0.0444 0.1295 0.2429
0.3045 0.0932 0.0177
0.1776 0.1943 0.5908
-0.0492 -0.0926 0.1019
-0.1234 -0.1498 0.1814
-0.0699 0.0021 -0.1697
-0.1617 -0.0422 -0.2711
0.0724 -0.0940 -0.0954
0.0741 -0.0591 0.0117
-0.0900 0.1943 0.1228
0.2220 0.1497 -0.1010
-0.1487 -0.1128 -0.1113
-0.0494 0.0040 -0.0112
-0.0923 -0.0544 -0.0728
0.0081 -0.0039 -0.0611
-0.0292 -0.0157 0.0523
-0.0012 -0.1448 0.0132
-0.0001 0.0335 0.0005
-0.0149 0.0178 0.0145
-0.0160 0.0189 0.0259
0.0248 -0.0418 -0.0691
-0.0142 -0.0525 -0.0605
-0.0447 -0.0945 -0.0032
-0.0132 0.0324 0.1062
0.0381 0.0106 0.0322
-0.0025 0.0706 0.0420
-0.0033 -0.0169 0.0004
0.0511 -0.0248 0.0213
0.0092 0.0306 0.0505
0.0350 -0.0091 -0.0059
-0.0385 0.0494 0.0109
0.0686 -0.0169 0.0162
-0.0306 0.0129 0.0064
-0.0059 0.0614 0.0014
0.0564 0.0508 -0.0263

Properties
**Total energy**: -1161.0250 hartree
**Net charge**: +1
**HOMO**: -9.941 eV
**Multiplicity**: 1
**Lowest unoccupied orbital energy**: -0.0858 Ha

=====

2.
Density functional theory data (ωB97M-V with the def2-TZVPD basis set) for a molecular structure, C17H39F3IInNO15S5.

Atoms and positions in Å:
1 N -0.1658 4.2831 -0.7396
2 C -0.4037 3.4639 0.0445
3 O -0.6713 2.5043 0.7880
4 In -2.5663 2.7483 1.7392
5 C -4.1531 1.9523 0.4287
6 C -4.3940 2.8297 -0.7940
7 C -5.0087 4.2083 -0.5458
8 I -6.3441 4.3589 1.1243
9 S -2.4955 1.0805 3.6986
10 O -3.8000 0.4545 3.8641
11 O -1.4415 0.0922 3.4691
12 C -2.0266 1.8424 5.3431
13 F -2.2417 0.9310 6.3145
14 F -0.7390 2.1702 5.3841
15 F -2.7886 2.9055 5.6031
16 H -2.7813 4.3988 2.2915
17 H -3.7648 1.0056 0.0609
18 H -5.0492 1.6997 0.9794
19 H -3.4144 3.0242 -1.2291
20 H -4.9387 2.2857 -1.5598
21 H -4.2608 4.9807 -0.4551
22 H -5.6043 4.4795 -1.4066
23 O -3.9567 -0.9308 -1.0356
24 S -3.2736 -2.0893 -1.5227
25 O -3.9927 -3.1119 -2.2212
26 O -2.4513 -2.7469 -0.3334
27 C -3.1471 -3.0524 0.8936
28 C -3.9903 -4.3067 0.7784
29 C -1.8869 -1.5963 -2.4890
30 H -3.7477 -2.1996 1.2136
31 H -2.3734 -3.2050 1.6410
32 H -4.8284 -4.1587 0.0981
33 H -4.3880 -4.5800 1.7560
34 H -3.3947 -5.1333 0.3910
35 H -1.3256 -0.8470 -1.9374
36 H -2.2733 -1.1778 -3.4153
37 H -1.2769 -2.4713 -2.6953
38 O 0.0404 -5.4363 4.1456
39 S 0.5071 -4.5179 3.1506
40 O 0.2590 -4.7488 1.7590
41 O 2.0741 -4.2845 3.3594
42 C 2.9369 -5.4347 3.3986
43 C 3.1966 -6.0086 2.0184
44 C -0.0099 -2.8868 3.5418
45 H 2.5223 -6.1872 4.0716
46 H 3.8707 -5.0829 3.8340
47 H 2.2913 -6.4399 1.5932
48 H 3.9544 -6.7908 2.0739
49 H 3.5394 -5.2295 1.3375
50 H 0.2024 -2.6472 4.5789
51 H -1.0808 -2.8407 3.3636
52 H 0.5099 -2.2058 2.8732
53 O 4.2420 -2.1145 -2.3422
54 S 4.6198 -1.0122 -1.5084
55 O 5.8278 -1.0714 -0.7418
56 O 3.4032 -0.6341 -0.5630
57 C 2.7892 -1.6421 0.2628
58 C 3.5894 -1.9452 1.5117
59 C 4.5786 0.4876 -2.4245
60 H 2.5958 -2.5421 -0.3235
61 H 1.8235 -1.2248 0.5423
62 H 4.5326 -2.4404 1.2767
63 H 3.0154 -2.5978 2.1652
64 H 3.8296 -1.0252 2.0450
65 H 3.6368 0.5386 -2.9621
66 H 5.4145 0.4791 -3.1208
67 H 4.6742 1.3192 -1.7328
68 O 1.7645 3.1883 -5.5980
69 S 2.6859 3.7796 -4.6762
70 O 2.9285 3.1747 -3.4046
71 O 2.2929 5.3007 -4.4535
72 C 0.9297 5.5875 -4.0482
73 C 0.6841 5.2986 -2.5793
74 C 4.2251 4.0629 -5.4848
75 H 0.2345 5.0389 -4.6855
76 H 0.7892 6.6477 -4.2509
77 H 0.7389 4.2333 -2.3655
78 H -0.3040 5.6469 -2.2834
79 H 1.4308 5.7925 -1.9590
80 H 4.0369 4.5580 -6.4329
81 H 4.6862 3.0914 -5.6472
82 H 4.8501 4.6740 -4.8396

Atomic forces in eV per Å
-0.9113 -0.0810 2.4543
-0.0192 -0.5862 -0.2160
-0.1347 -0.5267 0.7563
-1.4017 0.5979 -0.0485
1.0563 -0.3577 -0.0335
0.3709 0.1247 0.5809
-0.1490 -0.2807 -0.6068
0.0465 0.0908 -0.1191
0.1514 -1.1482 -0.9462
-0.2821 0.7096 0.5053
0.5707 0.2299 0.1895
-0.4881 -1.0293 0.4808
0.0574 0.2474 -0.1239
-0.0168 0.3662 -0.1095
0.2077 0.2186 -0.0271
0.4083 -0.2552 0.0288
0.0015 -0.0817 0.0369
-0.2160 0.1578 0.1859
0.1205 0.0938 -0.2863
-0.4345 -0.0728 -0.0126
0.1926 0.1512 0.5161
-0.2775 0.1496 -0.0564
-0.2704 -0.1228 -0.0958
0.5935 -0.1845 0.1149
-0.1787 0.1003 -0.0331
0.0263 0.0913 -0.1009
-0.4142 -0.2375 0.4926
-0.0828 -0.0023 -0.2875
0.0405 0.0262 0.0014
0.0748 0.1124 -0.1652
0.2090 0.0966 -0.2175
-0.0130 0.0183 0.0179
0.0649 0.0383 0.0430
0.0444 -0.0119 0.0817
-0.0049 0.0083 0.0211
-0.0538 0.0043 0.0116
-0.0150 -0.0184 0.0124
0.0297 -0.2838 -0.2042
0.0987 0.7168 0.2400
-0.1039 -0.3100 0.0412
-0.0993 -0.0587 0.1286
0.3229 -0.4479 -0.1290
-0.2218 0.0246 -0.1031
0.0413 0.0674 -0.0389
-0.1331 0.0833 0.0061
-0.0976 0.1962 0.0539
0.0003 -0.0059 0.0169
0.0389 0.0345 0.0578
0.0728 -0.0008 0.0275
0.0442 -0.0935 0.0172
-0.0096 0.0649 0.0017
-0.0967 0.0847 -0.0030
0.1553 -0.1811 0.0719
-0.4251 0.5683 0.0706
0.0860 -0.2300 -0.0423
0.0586 0.0171 -0.0134
-0.2279 -0.3664 0.3729
0.3183 0.0616 -0.1124
0.0708 0.0022 -0.1566
0.1185 0.0520 -0.1153
0.0099 0.1613 -0.1482
-0.0142 -0.0047 -0.0501
-0.0456 0.0365 -0.0106
-0.0796 0.0205 0.0136
-0.0228 0.0627 0.0321
0.0315 -0.0843 0.0255
-0.0441 0.0032 0.0059
-0.0315 -0.2466 0.0178
-0.1247 0.8989 0.1417
0.1192 -0.4215 -0.0408
0.3835 -0.2948 -0.3483
-0.5989 0.4140 0.4404
0.7488 0.3056 -1.9717
0.0587 0.0155 -0.0308
0.1477 -0.1113 -0.0767
0.2429 0.0655 -0.2092
0.1684 0.4701 -0.6776
0.2435 0.0538 -0.4172
-0.0384 0.0516 0.0330
-0.0171 0.0068 0.0009
-0.0360 -0.0325 0.0123
-0.0159 -0.0024 0.0242

Properties
**Total energy**: -4632.8451 hartree
**Net charge**: -1
**HOMO**: -6.421 eV
**Multiplicity**: 1
**Lowest unoccupied orbital energy**: 0.0696 Ha